Entry from OMol25: a cluster of 2 separate species, C8H9N3 in total (wB97M-V/def2-TZVPD).

Orbital gap (eV): 8.882
Energy relative to the best compared isomer or geometry (same formula, charge and spin) (kcal per mole): 169.0
HOMO energy (eV): -8.48
Energy (Ha): -474.24556
SMILES string: C#CN(C)/N=C\C#CC.C#N
Charge: 0

Geometry as XYZ:
```
20
Properties=species:S:1:pos:R:3:forces:R:3:mulliken_charge:R:1
C 0.113 -1.564 1.347 -0.249 -0.349 -0.132 -0.54
C 0.913 -1.101 0.574 -0.067 0.806 -0.035 0.08
N 1.734 -0.366 -0.147 1.148 0.235 0.807 0.58
C 3.193 -0.615 -0.059 -3.478 -4.667 -1.320 -1.02
N 1.413 0.338 -1.243 -0.275 0.996 -1.154 -0.64
C 0.245 0.715 -1.592 -1.080 1.135 -1.600 -0.32
C -1.056 0.501 -1.027 -0.798 -1.351 0.207 -0.28
C -2.181 0.138 -0.743 1.027 0.470 0.701 0.85
C -3.448 -0.144 -0.048 1.346 -4.274 -2.805 -1.31
H -0.569 -2.345 1.490 -0.584 -0.616 0.621 0.32
H 3.586 -0.852 0.853 0.264 0.077 3.046 0.40
H 3.290 -1.609 -0.564 0.656 0.997 -0.375 0.35
H 3.660 0.148 -0.477 2.170 3.173 -2.135 0.32
H 0.080 1.357 -2.554 1.267 -1.226 1.661 0.23
H -3.348 -0.921 0.704 0.505 0.347 0.582 0.30
H -4.117 -0.700 -0.746 -0.005 1.067 0.225 0.33
H -3.786 0.731 0.293 -1.918 3.080 1.445 0.34
C 0.079 2.059 1.309 1.380 3.100 0.527 0.39
N 0.556 3.112 1.430 -0.882 -1.971 -0.245 -0.43
H -0.356 1.117 1.199 -0.429 -1.030 -0.019 0.04
```
Positions in Å, forces in eV/Å.


Entry from OMol25: an isolated molecule of C8H9N3O2 (wB97M-V/def2-TZVPD).

Orbital gap (eV): 9.791
Energy relative to the best compared isomer or geometry (same formula, charge and spin) (kcal per mole): 80.1
HOMO energy (eV): -9.57
Energy (Ha): -624.86685
SMILES string: O=C(/C=N/O)NCc1ccncc1
Charge: 0

Geometry as XYZ:
```
22
Properties=species:S:1:pos:R:3:forces:R:3:mulliken_charge:R:1
O -3.295 -1.338 1.142 -1.758 -0.723 1.130 -0.62
C -2.484 -0.859 0.409 -0.141 3.159 -0.790 0.43
C -2.710 0.643 0.015 4.087 0.053 -1.985 -0.24
N -1.701 1.414 -0.456 -3.509 -2.945 2.394 -0.14
O -2.124 2.700 -0.338 1.720 2.869 -2.940 -0.46
N -1.418 -1.548 0.036 2.487 -0.379 -0.795 -0.11
C -0.222 -1.137 -0.721 -5.268 1.214 -3.566 -0.65
C 0.887 -0.513 -0.137 2.624 1.533 2.547 1.00
C 0.890 0.309 1.024 2.152 -1.958 -1.043 -0.34
C 2.193 0.741 1.434 -2.232 1.511 -0.726 -0.35
N 3.330 0.769 0.760 -0.047 -3.579 -2.151 -0.56
C 3.301 -0.151 -0.340 -0.064 1.404 -0.535 -0.25
C 2.106 -0.734 -0.817 1.667 -0.043 0.534 -0.49
H -3.714 1.022 0.089 -0.143 0.229 0.581 0.47
H -1.530 3.243 -1.023 -1.790 -1.708 2.325 0.36
H -1.445 -2.449 0.450 0.246 -0.871 0.371 0.21
H -0.742 -0.258 -1.362 1.499 -1.911 0.732 0.26
H 0.128 -1.887 -1.452 -0.724 -0.001 0.524 0.33
H 0.056 0.460 1.714 0.174 -0.083 -0.571 0.35
H 2.080 1.368 2.291 0.837 0.395 0.795 0.36
H 4.239 -0.342 -1.018 -1.586 0.721 1.888 0.26
H 2.175 -1.451 -1.700 -0.229 1.112 1.283 0.17
```
Positions in Å, forces in eV/Å.


Entry from OMol25: the ion C8H9N6O with charge +1 (wB97M-V/def2-TZVPD).

Orbital gap (eV): 7.610
Energy relative to the best compared isomer or geometry (same formula, charge and spin) (kcal per mole): 63.8
HOMO energy (eV): -12.09
Energy (Ha): -713.61692
SMILES string: [NH3+][C@H]1CC=c2[nH]c3nnnnc3c2=C1O
Charge: +1

Geometry as XYZ:
```
24
Properties=species:S:1:pos:R:3:forces:R:3:mulliken_charge:R:1
N 1.916 -2.050 -1.126 0.207 1.889 2.042 -0.19
C 1.799 -0.555 -0.679 1.031 1.692 2.136 -0.08
C 1.484 0.532 -1.757 -1.576 -2.892 1.125 -1.02
C 0.034 0.864 -1.819 -0.974 -0.895 2.529 -1.12
C -0.725 0.845 -0.710 -0.571 0.520 -0.481 0.15
N -2.038 1.382 -0.432 -0.116 0.438 -0.086 -0.16
C -2.357 1.128 0.847 -0.536 -1.673 4.152 0.49
N -3.443 1.430 1.609 1.404 1.080 -4.776 -0.29
N -3.510 0.882 2.768 -3.097 1.303 0.730 -0.30
N -2.630 0.259 3.342 2.617 -2.187 2.507 -0.46
N -1.429 0.016 2.776 0.505 -0.414 -0.482 -0.23
C -1.333 0.356 1.538 -0.785 1.200 -1.982 0.72
C -0.310 0.178 0.510 2.955 -1.518 0.810 0.35
C 0.887 -0.494 0.502 -1.196 -0.594 1.575 0.13
O 1.462 -1.248 1.591 -0.919 1.403 -3.009 -0.56
H 1.469 -2.102 -2.022 -0.992 -0.993 -0.216 0.37
H 1.602 -2.543 -0.243 -0.286 -0.133 -1.591 0.42
H 2.882 -2.288 -1.245 0.808 -0.170 -0.219 0.34
H 2.714 -0.312 -0.060 -0.080 -0.445 -1.613 0.30
H 1.865 0.156 -2.667 0.564 0.233 -1.296 0.47
H 1.830 1.472 -1.482 1.988 1.412 0.529 0.35
H -0.380 1.248 -2.658 -0.892 1.288 -2.684 0.61
H -2.517 2.218 -0.759 0.605 -0.291 -1.002 0.34
H 0.728 -1.374 2.179 -0.663 -0.255 1.303 0.34
```
Positions in Å, forces in eV/Å.


Entry from OMol25: an isolated molecule of C8H9NO2 (wB97M-V/def2-TZVPD).

Orbital gap (eV): 9.879
Energy relative to the best compared isomer or geometry (same formula, charge and spin) (kcal per mole): 117.2
HOMO energy (eV): -8.96
Energy (Ha): -515.29203
SMILES string: CC1(c2ccccc2)ONO1
Charge: 0

Geometry as XYZ:
```
20
Properties=species:S:1:pos:R:3:forces:R:3:mulliken_charge:R:1
C 1.538 1.266 -0.927 4.788 -2.190 -2.796 -1.48
C 1.321 0.049 -0.063 3.031 -0.018 -0.426 1.55
C -0.114 -0.141 0.040 -0.645 0.765 1.402 -0.10
C -0.754 -1.015 -0.805 -1.323 0.443 2.140 -0.46
C -2.105 -1.234 -0.553 1.164 2.497 0.876 -0.61
C -2.785 -0.441 0.363 -1.433 -0.017 0.470 -0.35
C -2.160 0.594 1.158 0.972 -1.148 -1.551 -0.56
C -0.790 0.737 0.966 -1.464 -3.030 -1.830 -0.51
O 2.115 0.158 1.179 -1.783 0.463 -0.426 -0.30
N 2.713 -1.087 0.882 0.695 -0.734 0.064 -0.24
O 2.127 -1.167 -0.420 -1.938 1.312 -0.265 -0.34
H 0.799 1.913 -0.766 -2.764 2.903 0.807 0.47
H 1.460 1.001 -2.061 0.187 0.174 1.977 0.30
H 2.577 1.736 -0.751 -1.642 -0.749 -0.278 0.32
H -0.318 -1.644 -1.508 1.351 -0.682 -1.001 0.45
H -2.567 -1.923 -1.171 -1.330 -1.269 -0.749 0.47
H -3.858 -0.747 0.359 0.728 0.958 0.737 0.26
H -2.511 1.322 1.891 -1.070 -0.713 -0.324 0.36
H -0.319 1.415 1.592 1.427 1.120 0.784 0.48
H 3.631 -0.792 0.596 1.048 -0.085 0.388 0.28
```
Positions in Å, forces in eV/Å.


Entry from OMol25: an isolated molecule of C8H9NO2S (wB97M-V/def2-TZVPD).

Orbital gap (eV): 10.237
Energy relative to the best compared isomer or geometry (same formula, charge and spin) (kcal per mole): 78.3
HOMO energy (eV): -9.54
Energy (Ha): -913.54839
SMILES string: NS(=O)(=O)[C@@H]1Cc2ccccc21
Charge: 0

Geometry as XYZ:
```
21
Properties=species:S:1:pos:R:3:forces:R:3:mulliken_charge:R:1
N -2.231 1.317 -0.371 -2.055 -0.342 0.018 -0.62
S -2.564 -0.171 0.438 -1.037 0.679 -0.819 1.21
O -3.691 -0.727 -0.335 1.925 0.470 1.107 -0.69
O -2.707 0.072 1.852 0.273 -0.179 -0.361 -0.64
C -1.082 -1.138 0.117 2.690 3.539 -0.558 -0.26
C 0.011 -1.489 1.195 -1.818 -0.337 0.616 -0.54
C 1.006 -0.584 0.618 1.306 0.336 -0.861 0.41
C 2.329 -0.293 0.750 -1.090 1.947 -3.482 -0.75
C 2.890 0.582 -0.281 -1.673 -2.600 2.815 -0.39
C 2.197 1.008 -1.352 -3.180 -0.181 1.282 -0.69
C 0.775 0.756 -1.449 1.291 -0.689 -1.183 -0.65
C 0.333 -0.054 -0.470 -3.949 -2.583 1.119 0.22
H -3.105 1.341 -0.972 1.409 0.491 0.739 0.31
H -2.224 2.144 0.269 -0.038 -1.196 -0.490 0.28
H -1.357 -1.892 -0.568 -0.190 -0.862 -0.681 0.53
H 0.178 -2.550 1.083 0.557 -0.319 0.161 0.22
H -0.240 -1.293 2.244 -0.262 0.010 -0.263 0.29
H 2.880 -0.714 1.483 2.021 -0.984 2.283 0.55
H 3.843 0.884 -0.050 2.329 0.849 -0.103 0.44
H 2.562 1.822 -1.844 1.268 1.677 -2.076 0.40
H 0.198 0.980 -2.358 0.224 0.274 0.737 0.37
```
Positions in Å, forces in eV/Å.


Entry from OMol25: an isolated molecule of C8H9NO2S (wB97M-V/def2-TZVPD).

Orbital gap (eV): 7.552
Energy relative to the best compared isomer or geometry (same formula, charge and spin) (kcal per mole): 71.4
HOMO energy (eV): -7.42
Energy (Ha): -913.55943
SMILES string: CC(=O)NC1=CC=CC=C(O)S1
Charge: 0

Geometry as XYZ:
```
21
Properties=species:S:1:pos:R:3:forces:R:3:mulliken_charge:R:1
C -1.308 3.801 0.307 -1.794 -0.165 -2.050 -1.13
C -0.493 2.534 0.502 -0.002 3.004 1.123 0.73
O 0.568 2.687 1.052 1.279 -0.311 0.509 -0.60
N -0.914 1.366 0.022 -2.788 -2.020 -1.865 -0.19
C -0.127 0.248 -0.177 -0.004 -2.044 0.330 0.18
C 1.146 0.182 0.152 -0.556 -1.698 -1.001 0.04
C 1.998 -0.979 0.102 1.293 -0.643 0.652 -0.67
C 1.907 -2.321 0.005 -0.773 -2.086 0.162 -0.22
C 0.800 -3.277 -0.191 -4.322 1.377 -0.320 -0.56
C -0.512 -2.933 -0.472 3.739 2.244 0.171 0.47
O -1.524 -3.767 -0.655 -1.096 0.615 -0.175 -0.46
S -1.015 -1.171 -0.951 -0.211 -0.196 -0.153 -0.42
H -0.794 4.698 0.549 1.235 0.236 0.660 0.36
H -1.382 3.926 -0.845 -0.895 -0.290 1.761 0.27
H -2.253 3.921 0.916 0.578 -0.734 -1.223 0.29
H -1.857 1.210 -0.386 0.914 1.009 0.589 0.20
H 1.526 1.113 0.399 1.221 1.124 0.901 0.62
H 2.989 -0.699 0.421 0.466 0.089 -0.277 0.24
H 2.747 -3.015 0.190 0.400 1.401 -0.097 0.25
H 0.749 -4.345 0.016 1.302 0.012 0.068 0.28
H -2.251 -3.178 -0.958 0.016 -0.925 0.234 0.32
```
Positions in Å, forces in eV/Å.